Formula: C41H36NO4
Source: the Open Molecules 2025 dataset
Level of theory: ωB97M-V/def2-TZVPD

The geometry in ORCA input format:
```
! wB97M-V def2-TZVPD RIJCOSX def2/J DEFGRID3
* xyz 1 1
C -0.74 0.28 2.26
C -1.22 0.91 3.41
C -2.15 0.27 4.21
C -2.63 -1.01 3.90
C -3.65 -1.64 4.83
C -4.71 -2.57 4.23
C -5.87 -1.89 3.46
C -5.55 -1.62 1.97
C -5.91 -0.21 1.51
C -5.28 0.82 2.41
N -5.75 0.64 3.85
C -6.43 -0.67 4.18
C -2.12 -1.64 2.76
C -1.19 -1.00 1.95
H 0.00 0.77 1.65
H -0.86 1.90 3.68
H -2.51 0.76 5.12
H -4.14 -0.81 5.35
H -3.12 -2.17 5.62
H -4.24 -3.27 3.53
H -5.11 -3.19 5.03
H -6.70 -2.60 3.47
H -6.09 -2.35 1.37
H -4.49 -1.76 1.78
H -5.47 -0.04 0.52
H -6.99 -0.06 1.40
H -5.53 1.84 2.12
H -4.20 0.72 2.42
H -4.96 0.80 4.47
H -6.41 1.39 4.06
H -6.36 -0.80 5.26
H -7.49 -0.53 3.94
H -2.43 -2.64 2.49
H -0.81 -1.52 1.08
C 2.47 -3.17 -0.54
C 1.83 -1.97 -0.28
C 1.25 -1.25 -1.32
C 1.31 -1.73 -2.62
C 1.96 -2.94 -2.88
C 2.53 -3.66 -1.84
C 2.06 -3.48 -4.27
O 2.60 -4.54 -4.48
C 1.49 -2.66 -5.37
C 1.61 -3.11 -6.68
C 1.08 -2.37 -7.72
C 0.42 -1.18 -7.46
C 0.29 -0.72 -6.16
C 0.83 -1.46 -5.11
C 0.69 -0.94 -3.72
O 0.10 0.10 -3.50
H 2.92 -3.73 0.27
H 1.80 -1.58 0.73
H 0.75 -0.31 -1.13
H 3.03 -4.60 -2.06
H 2.13 -4.05 -6.86
H 1.18 -2.72 -8.74
H 0.01 -0.60 -8.28
H -0.21 0.21 -5.94
C 7.97 3.59 0.67
C 7.44 2.80 1.68
C 6.12 2.37 1.62
C 5.32 2.74 0.54
C 5.85 3.55 -0.47
C 7.17 3.97 -0.41
C 5.02 3.98 -1.63
O 5.48 4.67 -2.52
C 3.59 3.54 -1.66
C 2.78 3.94 -2.71
C 1.46 3.53 -2.76
C 0.94 2.70 -1.77
C 1.76 2.30 -0.72
C 3.08 2.72 -0.66
C 3.92 2.27 0.49
O 3.46 1.54 1.35
H 9.00 3.92 0.71
H 8.06 2.51 2.52
H 5.70 1.75 2.39
H 7.57 4.58 -1.20
H 3.19 4.58 -3.48
H 0.82 3.83 -3.58
H -0.08 2.35 -1.82
H 1.38 1.66 0.06
*
```

## Properties
HOMO	-11.1	eV
M	606.742	g mol⁻¹
energy above the lowest of the compared OMol25 structures with the same formula, charge and spin	0.0	kJ/mol